No. 1
The following is a DFT calculation (ωB97M-V with the def2-TZVPD basis set) of 2 unconnected molecules or ions with the total composition C4H12OSi2 in a non-equilibrium geometry.

Properties
HOMO energy ... -8.13 eV
Net charge ... 0
LUMO energy ... 0.1 eV

Positions of all 19 atoms, in Å:
H -1.370 3.401 -0.512
C -1.111 2.458 -0.964
O 1.506 -0.246 2.800
H 1.737 -1.166 -2.024
H -3.286 0.897 -0.307
C 1.369 -1.801 -1.177
H -1.456 0.091 -2.084
C 0.882 -1.092 0.090
C 0.147 2.550 -1.405
H 0.638 -1.868 0.816
H 0.586 3.454 -0.994
H 0.731 1.844 -1.896
H -3.367 1.761 -2.328
H -0.029 -0.464 -0.151
Si -2.404 1.135 -1.441
Si 2.047 0.079 1.221
H 2.122 -2.459 -1.081
H 0.695 -0.766 3.019
H 0.464 -2.269 -1.613

Force components x, y, z for each atom (eV/Å):
-0.76 -0.07 0.55
-0.39 -0.41 -1.09
-0.73 -0.29 -0.83
-0.37 0.18 0.89
0.11 -0.76 0.49
-3.02 2.97 -1.88
-1.18 0.31 0.51
0.42 1.15 0.69
-1.17 1.33 2.02
-0.58 -0.13 0.05
0.89 -0.08 -0.68
0.77 -1.20 -0.94
-0.14 0.03 -0.77
0.77 -0.74 0.41
1.89 0.81 -0.09
-0.54 -0.63 0.10
2.43 -2.66 0.91
0.95 0.47 -0.45
0.65 -0.28 0.11

Now the Löwdin charges, all in e: 0.03, -0.37, -0.38, 0.08, -0.10, -0.19, -0.04, -0.44, -0.09, 0.03, 0.05, 0.02, -0.10, 0.03, 0.63, 0.72, 0.01, 0.05, 0.07


No. 2
The following is a DFT calculation (ωB97M-V with the def2-TZVPD basis set) of a single C4H12P2 molecule in a non-equilibrium geometry.

Properties
HOMO energy ... -8.80 eV
Net charge ... 0
SMILES ... CCC(C)(P)P
LUMO energy ... 0.9 eV

Positions of all 18 atoms, in Å:
H 2.670 -1.418 0.494
H -1.219 2.515 0.214
H -2.458 0.014 1.196
C -0.512 0.026 -0.312
H -1.803 1.299 -2.195
H -0.885 -0.474 1.740
P -0.035 1.866 -0.073
H 1.379 -0.655 -1.297
H 2.407 0.274 0.933
P -1.057 0.058 -2.145
C 0.763 -0.755 -0.287
H 1.474 -0.822 1.753
H 0.564 1.702 1.296
C -1.484 -0.555 0.793
H 0.446 -1.782 -0.487
H -1.895 -1.546 0.530
H -0.218 0.899 -2.918
C 1.861 -0.645 0.764

Force components x, y, z for each atom (eV/Å):
-1.31 0.99 0.65
-0.78 -0.07 0.54
2.05 -0.51 -1.74
-0.78 2.87 0.29
-0.47 -0.76 0.56
-0.34 -0.92 -0.84
1.91 -1.19 0.90
-1.35 0.51 1.57
-0.19 0.59 -0.87
-1.63 0.09 -0.18
2.53 -0.79 -3.35
-0.14 -0.68 0.56
-1.00 0.49 -1.06
-1.37 1.57 0.93
0.20 -0.42 0.83
0.75 0.14 0.33
1.12 -0.43 0.65
0.81 -1.50 0.24

Now the Löwdin charges, all in e: 0.10, -0.14, 0.11, -1.01, -0.12, 0.07, 0.77, 0.12, 0.05, 0.76, -0.43, 0.05, -0.07, -0.15, 0.10, 0.06, -0.12, -0.15


No. 3
The following is a DFT calculation (ωB97M-V with the def2-TZVPD basis set) of 2 unconnected molecules or ions with the total composition C4H12S in a non-equilibrium geometry.

Properties
HOMO energy ... -8.44 eV
Net charge ... 0
SMILES ... CSC.CC
LUMO energy ... 1.0 eV

Positions of all 17 atoms, in Å:
H -1.417 1.724 -2.113
H 0.088 0.424 1.718
H -0.344 -0.339 -3.038
H 2.485 -1.450 2.343
H -1.974 2.078 -0.478
H 2.022 -1.178 0.641
H 1.692 1.067 1.770
H -0.044 -1.660 -1.893
S -1.863 -0.370 -1.086
H -3.162 1.480 -1.619
C 1.104 0.190 2.046
H 0.869 0.261 3.107
C -0.305 -0.619 -1.997
H 0.391 0.066 -1.507
C 1.669 -1.162 1.678
C -2.116 1.423 -1.343
H 0.906 -1.932 1.771

Force components x, y, z for each atom (eV/Å):
-0.28 0.24 -0.37
0.06 -0.48 -0.97
-0.37 -0.06 -0.38
0.10 0.10 -0.13
0.21 -0.47 0.12
0.04 -0.06 0.19
0.31 -0.26 0.05
0.28 -0.18 0.11
0.06 0.03 -0.07
0.01 0.45 -0.47
-1.04 0.87 0.75
0.71 -0.08 0.44
-0.24 1.00 0.82
0.41 -0.52 -0.10
-0.13 -0.03 -0.36
-0.07 -0.50 0.38
-0.07 -0.06 -0.01

Now the Löwdin charges, all in e: 0.03, 0.05, 0.03, 0.06, 0.03, 0.06, 0.06, 0.02, 0.70, 0.01, -0.19, 0.06, -0.43, 0.02, -0.17, -0.41, 0.06


No. 4
The following is a DFT calculation (ωB97M-V with the def2-TZVPD basis set) of 2 unconnected molecules or ions with the total composition C4H12S in a non-equilibrium geometry.

Properties
HOMO energy ... -9.06 eV
Net charge ... 0
SMILES ... CCC.CS
LUMO energy ... 1.0 eV

Positions of all 17 atoms, in Å:
H -0.175 0.219 0.585
H 2.429 1.736 0.946
C 1.393 0.239 2.022
S -2.873 0.313 -2.653
C -2.444 -1.436 -2.506
H 1.473 -0.276 -0.074
H 0.989 2.359 1.741
H 0.722 0.123 2.883
C 0.763 -0.298 0.743
H 2.264 -0.350 2.322
H -2.508 0.462 -3.926
H -1.393 -1.544 -2.229
H 2.633 1.996 2.554
H 0.524 -1.360 0.848
H -3.043 -1.882 -1.712
C 1.840 1.700 1.875
H -2.595 -1.999 -3.419

Force components x, y, z for each atom (eV/Å):
-0.07 0.24 -0.65
-0.41 0.11 -0.23
0.41 0.14 0.71
-0.22 0.00 0.02
0.55 -0.27 0.30
-0.13 0.53 -0.38
0.13 0.39 0.40
-0.16 0.12 -0.26
0.12 -0.81 0.97
0.08 -0.12 -0.28
0.08 0.04 -0.10
-0.08 0.03 0.02
-0.63 0.32 0.85
-0.13 0.02 0.16
-0.06 0.12 -0.09
0.78 -0.95 -1.31
-0.26 0.09 -0.14

Now the Löwdin charges, all in e: 0.07, 0.07, -0.33, 0.61, -0.51, 0.07, 0.07, 0.10, -0.13, 0.09, -0.17, 0.02, 0.06, 0.07, 0.02, -0.13, 0.02


No. 5
The following is a DFT calculation (ωB97M-V with the def2-TZVPD basis set) of 2 unconnected molecules or ions with the total composition C4H12S in a non-equilibrium geometry.

Properties
HOMO energy ... -8.41 eV
Net charge ... 0
SMILES ... CSC.CC
LUMO energy ... 0.9 eV

Positions of all 17 atoms, in Å:
H -1.172 0.005 0.666
C -0.316 0.655 0.816
H -3.265 1.986 0.568
H 1.462 -2.305 -1.960
H 3.156 -2.574 -2.266
C -2.383 2.332 0.028
S -0.960 2.311 1.153
H 1.629 -4.694 -0.462
H 0.336 0.282 1.598
H -2.525 3.383 -0.209
H 2.655 -3.394 0.188
H 1.948 -3.736 -2.764
H -2.144 1.736 -0.844
C 2.348 -3.920 -0.715
H 3.219 -4.567 -0.905
H 0.251 0.671 -0.114
C 2.244 -3.070 -1.950

Force components x, y, z for each atom (eV/Å):
0.03 -0.33 0.23
-0.23 0.17 -0.72
-0.01 -0.22 -0.31
0.01 0.00 0.41
0.30 -0.11 0.33
0.28 0.19 0.79
0.32 0.06 0.31
-0.87 0.60 -0.30
-0.14 0.13 0.27
-0.09 -0.05 -0.33
-0.38 0.25 0.08
0.16 0.07 -0.22
-0.22 0.07 -0.22
2.16 -0.83 0.53
0.08 0.09 0.10
0.06 -0.03 -0.02
-1.46 -0.07 -0.94

Now the Löwdin charges, all in e: 0.03, -0.44, 0.03, 0.06, 0.06, -0.43, 0.71, 0.06, 0.03, 0.02, 0.06, 0.06, 0.03, -0.18, 0.06, 0.03, -0.18


No. 6
The following is a DFT calculation (ωB97M-V with the def2-TZVPD basis set) of 2 unconnected molecules or ions with the total composition C4H12S in a non-equilibrium geometry.

Properties
HOMO energy ... -8.52 eV
Net charge ... 0
SMILES ... CSC.CC
LUMO energy ... 1.0 eV

Positions of all 17 atoms, in Å:
C -1.120 -2.883 0.901
C 0.247 1.849 0.664
H -2.151 -3.281 0.842
H -0.257 2.817 0.697
H -0.839 -3.294 1.887
H -2.007 -1.019 1.688
H 2.535 0.370 -0.448
H -0.472 -3.457 0.243
H -0.304 -1.008 1.288
C -1.269 -1.376 0.959
H -1.714 -1.069 0.014
S 0.336 1.375 -1.021
C 1.582 0.023 -0.861
H 1.226 2.084 1.128
H -0.172 1.146 1.377
H 1.876 -0.208 -1.888
H 1.181 -0.831 -0.335

Force components x, y, z for each atom (eV/Å):
-1.89 -1.59 2.20
0.86 1.17 1.56
0.46 -0.22 -0.56
-0.39 -0.24 0.10
0.17 0.39 -0.05
0.18 -0.61 0.20
-0.41 0.15 0.48
0.06 0.87 -0.72
0.03 0.89 -0.64
0.03 -0.56 -0.15
0.89 0.70 -0.22
0.85 -1.05 -0.32
0.19 0.94 -0.96
-0.05 -0.13 -0.65
-0.60 -0.15 -0.33
-0.42 -0.41 0.04
0.02 -0.15 0.00

Now the Löwdin charges, all in e: -0.18, -0.50, 0.07, 0.03, 0.06, 0.08, 0.04, 0.06, 0.04, -0.19, 0.07, 0.73, -0.39, 0.05, 0.01, 0.02, 0.01


No. 7
The following is a DFT calculation (ωB97M-V with the def2-TZVPD basis set) of 2 unconnected molecules or ions with the total composition C4H12S in a non-equilibrium geometry.

Properties
HOMO energy ... -8.46 eV
Net charge ... 0
SMILES ... CSC.CC
LUMO energy ... 1.0 eV

Positions of all 17 atoms, in Å:
H 1.226 -1.528 -1.998
H -0.733 -2.748 1.946
C 0.497 2.338 -0.481
H 0.964 3.321 -0.586
H -1.817 -3.052 0.661
C -0.968 -2.400 0.937
C 0.274 -1.397 -1.489
H -0.455 2.463 -0.986
H -0.228 1.068 1.163
C 0.371 1.979 0.988
H 1.122 1.599 -0.975
H 1.274 1.597 1.471
H 0.035 -0.372 -1.224
H -1.593 -1.495 1.053
H -0.497 -1.804 -2.146
S 0.519 -2.350 0.040
H 0.011 2.782 1.627

Force components x, y, z for each atom (eV/Å):
0.05 0.42 0.00
0.27 0.23 -0.07
0.47 0.57 0.38
0.27 -0.17 -0.01
0.85 -0.55 -0.73
-2.99 0.13 1.09
-0.55 -0.50 0.47
-0.24 -0.40 -0.01
-0.50 0.55 -0.32
-0.20 -1.21 0.86
-0.10 0.05 -0.33
0.57 0.60 -0.44
0.21 0.12 -0.30
1.08 0.42 0.01
-0.04 -0.06 0.19
1.10 -0.22 -0.66
-0.24 0.02 -0.14

Now the Löwdin charges, all in e: 0.03, 0.03, -0.17, 0.06, 0.04, -0.52, -0.40, 0.06, 0.05, -0.18, 0.05, 0.06, 0.00, 0.04, 0.04, 0.75, 0.06


No. 8
The following is a DFT calculation (ωB97M-V with the def2-TZVPD basis set) of 2 unconnected molecules or ions with the total composition C4H12S in a non-equilibrium geometry.

Properties
HOMO energy ... -8.90 eV
Net charge ... 0
SMILES ... CCS.CC
LUMO energy ... 0.8 eV

Positions of all 17 atoms, in Å:
C -0.254 1.648 0.715
H 1.193 -2.237 -1.340
S -1.768 0.480 -1.167
H 0.329 0.641 0.678
H -1.063 1.255 1.465
C -0.962 2.015 -0.513
H -0.642 2.387 -1.531
H -0.341 -1.228 0.481
H -1.782 2.753 -0.381
C 1.688 -1.846 -0.349
H 0.281 -2.851 0.688
H 0.434 2.448 0.910
H 2.531 -2.458 -0.009
C 0.509 -1.831 0.714
H 2.035 -0.913 -0.652
H -2.919 1.153 -1.498
H 0.731 -1.416 1.789

Force components x, y, z for each atom (eV/Å):
0.43 -2.98 1.14
1.17 0.19 1.86
-1.39 0.48 -0.05
-0.50 2.03 -0.64
1.49 1.72 -0.78
-2.74 0.16 -3.52
1.58 -0.10 1.75
-0.55 0.04 -0.91
0.39 -0.58 0.70
-2.58 -1.23 -0.65
-1.04 -1.49 0.88
0.19 0.28 1.33
-0.36 -0.03 -0.25
2.31 1.60 1.10
0.76 1.88 -0.12
0.56 -0.75 0.02
0.28 -1.23 -1.87

Now the Löwdin charges, all in e: -0.22, 0.10, 0.65, 0.06, 0.12, -0.63, 0.07, -0.03, 0.07, -0.14, 0.03, 0.06, 0.06, -0.18, 0.01, -0.13, 0.10


No. 9
The following is a DFT calculation (ωB97M-V with the def2-TZVPD basis set) of 2 unconnected molecules or ions with the total composition C4H12S in a non-equilibrium geometry.

Properties
HOMO energy ... -8.46 eV
Net charge ... 0
SMILES ... CSC.CC
LUMO energy ... 1.1 eV

Positions of all 17 atoms, in Å:
C 1.628 -2.089 -1.867
H -1.060 2.341 2.411
H -1.199 -0.761 1.256
H 1.403 -1.821 0.267
S -0.520 1.344 0.280
H -2.223 2.825 1.151
C -1.181 -0.379 0.240
C 2.223 -1.933 -0.442
H -0.509 -1.017 -0.320
H 2.441 -2.156 -2.591
H 1.063 -1.179 -2.074
H 2.740 -2.870 -0.204
H 1.055 -3.010 -1.904
H -2.150 -0.233 -0.208
H 2.950 -1.147 -0.281
C -1.625 2.003 1.541
H -2.333 1.260 1.915

Force components x, y, z for each atom (eV/Å):
1.13 0.82 0.90
0.03 0.10 -0.13
-0.31 -0.02 0.07
0.16 0.07 0.20
0.16 -0.66 0.07
0.13 0.07 -0.03
0.57 1.10 0.25
-0.24 -1.20 -0.32
-0.15 0.11 -0.39
-0.12 -0.03 -0.10
-0.34 -0.33 -0.38
-0.07 0.13 0.20
-0.36 0.16 -0.17
-0.35 -0.76 -0.05
-0.10 0.37 -0.33
-0.31 0.20 0.44
0.15 -0.14 -0.24

Now the Löwdin charges, all in e: -0.16, 0.03, 0.03, 0.04, 0.71, 0.02, -0.40, -0.16, -0.01, 0.06, 0.05, 0.06, 0.06, 0.02, 0.06, -0.45, 0.03


No. 10
The following is a DFT calculation (ωB97M-V with the def2-TZVPD basis set) of 2 unconnected molecules or ions with the total composition C4H12S in a non-equilibrium geometry.

Properties
HOMO energy (spin up / spin down) ... -14.68 / -14.69 eV
Net charge ... +1
2S+1 ... 2
LUMO energy (spin up / spin down) ... -3.6 / -8.4 eV

Positions of all 17 atoms, in Å:
H -0.153 -1.182 3.317
H -0.484 -1.346 1.504
H -1.295 -0.915 -3.957
C -0.512 -0.585 2.486
H 0.106 0.180 -3.875
C -0.235 -0.763 -3.463
H -0.324 1.596 -0.885
S -0.700 -0.545 -1.699
H -1.474 -0.318 2.477
H 0.539 1.123 1.422
H 0.556 0.252 0.057
H 1.377 1.096 -1.177
H 0.384 -1.707 -3.561
H 0.163 1.445 3.030
H 1.283 0.326 2.867
C 0.358 0.717 -0.994
C 0.411 0.627 2.451

Force components x, y, z for each atom (eV/Å):
-0.76 -0.29 0.13
0.52 1.94 2.24
2.05 -0.16 0.85
3.39 -2.16 -2.66
0.72 -0.19 0.13
-2.66 -0.92 -0.09
0.39 -0.60 0.26
1.54 0.55 -1.22
-3.80 0.79 0.70
0.15 -0.83 1.71
-0.93 0.84 -1.50
-0.43 -0.72 -1.55
-0.53 1.31 -0.05
-1.40 1.49 1.51
3.30 -0.77 0.57
-0.20 -0.34 2.65
-1.34 0.03 -3.68

Now the Löwdin charges, all in e: 0.07, 0.11, 0.10, -0.13, 0.05, -0.29, 0.09, 1.11, 0.01, 0.06, 0.03, 0.09, 0.09, 0.05, 0.04, -0.35, -0.15


Energy relative to the best compared isomer or geometry (same formula, charge and spin) list, top to bottom, in kJ/mol: 402.7, 214.3, 37.8, 27.2, 42.3, 63.8, 53.2, 165.3, 31.2, 181.8
Electronic energy list, top to bottom, in eV: -22142.8315, -22917.4970, -15177.3144, -15177.4242, -15177.2675, -15177.0445, -15177.1542, -15175.9927, -15177.3823, -15167.2101
Molecular weight list, top to bottom, in g/mol: 132.3, 122.1, 92.2, 92.2, 92.2, 92.2, 92.2, 92.2, 92.2, 92.2